[1]
272
Properties=species:S:1:pos:R:3:lowdin_charge:R:1 method="wB97M-V/def2-TZVPD" energy_ev=-183567.9236 multiplicity=1 e_homo_ev=-7.80 homo_lumo_gap_ev=7.93 charge=0
C 0.82 3.25 -7.65 -0.025
C 1.56 4.05 -6.77 0.002
C 1.47 3.82 -5.40 -0.355
C 0.76 2.69 -4.98 -0.038
C 0.02 1.93 -5.83 -0.012
C 0.04 2.23 -7.18 -0.378
O -0.70 1.54 -8.05 0.066
O 2.12 4.61 -4.51 0.023
H 0.81 3.48 -8.74 0.129
H 2.15 4.85 -7.25 0.126
H 0.79 2.47 -3.90 0.118
H -0.52 1.15 -5.39 0.108
H -0.36 1.77 -8.90 0.086
H 1.68 4.70 -3.64 0.052
C 1.80 6.35 4.91 -0.009
C 0.79 6.53 5.85 0.000
C -0.36 7.19 5.42 -0.336
C -0.46 7.66 4.10 -0.018
C 0.56 7.43 3.18 -0.021
C 1.72 6.80 3.58 -0.320
O 2.75 6.47 2.75 0.040
O -1.30 7.39 6.39 0.052
H 2.65 5.76 5.11 0.092
H 0.84 6.23 6.87 0.107
H -1.34 8.10 3.77 0.093
H 0.31 7.77 2.17 0.118
H 2.49 6.71 1.85 0.066
H -2.13 7.36 5.95 0.079
C 2.73 -6.86 4.32 -0.032
C 1.78 -5.93 3.86 -0.017
C 2.07 -4.60 3.59 -0.323
C 3.34 -4.13 3.91 -0.033
C 4.27 -5.06 4.37 -0.009
C 3.97 -6.42 4.52 -0.303
O 5.00 -7.31 4.97 0.010
O 1.05 -3.79 3.16 0.018
H 2.52 -7.93 4.48 0.140
H 0.76 -6.31 3.64 0.129
H 3.44 -3.05 3.98 0.119
H 5.24 -4.70 4.62 0.100
H 5.83 -6.83 4.79 0.092
H 1.36 -3.00 2.69 0.065
C -3.61 4.77 -3.50 -0.009
C -4.34 5.74 -4.20 -0.028
C -3.78 6.65 -5.06 -0.373
C -2.39 6.58 -5.17 -0.002
C -1.60 5.67 -4.45 0.000
C -2.21 4.69 -3.63 -0.306
O -1.60 3.65 -2.97 0.027
O -4.48 7.39 -5.92 0.063
H -4.16 3.94 -3.11 0.110
H -5.39 5.60 -4.11 0.108
H -1.98 7.19 -5.95 0.112
H -0.52 5.64 -4.56 0.106
H -0.65 3.85 -2.98 0.049
H -5.37 7.47 -5.52 0.128
C 4.74 -7.22 -2.82 0.002
C 4.89 -5.87 -2.60 -0.035
C 4.12 -4.99 -3.35 -0.299
C 3.18 -5.43 -4.25 0.006
C 3.06 -6.80 -4.38 -0.007
C 3.80 -7.74 -3.72 -0.321
O 3.60 -9.08 -3.85 0.053
O 4.31 -3.62 -3.13 0.009
H 5.31 -7.87 -2.24 0.091
H 5.49 -5.45 -1.81 0.110
H 2.65 -4.76 -4.91 0.117
H 2.35 -7.25 -5.03 0.113
H 4.08 -9.58 -3.15 0.129
H 3.45 -3.22 -3.27 0.051
C 0.80 -3.65 -1.79 -0.014
C -0.16 -4.29 -1.06 0.009
C -1.48 -4.46 -1.57 -0.279
C -1.76 -4.05 -2.85 -0.033
C -0.81 -3.36 -3.58 0.014
C 0.51 -3.28 -3.06 -0.278
O 1.64 -2.94 -3.83 -0.031
O -2.50 -4.92 -0.74 -0.011
H 1.79 -3.44 -1.37 0.116
H -0.04 -4.58 -0.04 0.107
H -2.71 -4.13 -3.25 0.087
H -0.99 -3.16 -4.62 0.114
H 1.39 -2.41 -4.62 0.061
H -2.74 -5.84 -0.85 0.085
C 2.43 -9.13 1.47 -0.033
C 2.14 -7.83 1.29 -0.035
C 3.06 -6.87 0.79 -0.283
C 4.36 -7.27 0.66 -0.028
C 4.68 -8.62 0.87 -0.016
C 3.72 -9.59 1.22 -0.295
O 4.00 -10.93 1.50 0.018
O 2.74 -5.56 0.55 0.045
H 1.74 -9.90 1.76 0.121
H 1.19 -7.42 1.51 0.103
H 5.15 -6.64 0.40 0.098
H 5.71 -8.85 0.77 0.099
H 4.93 -10.90 1.81 0.109
H 3.54 -5.03 0.58 0.048
C -0.71 0.66 -1.56 0.006
C 0.39 -0.04 -2.03 0.022
C 1.60 -0.01 -1.31 -0.265
C 1.70 0.75 -0.14 -0.019
C 0.54 1.39 0.33 -0.020
C -0.67 1.37 -0.38 -0.331
O -1.72 2.04 0.09 0.044
O 2.66 -0.76 -1.83 -0.018
H -1.65 0.56 -2.07 0.106
H 0.30 -0.66 -2.92 0.111
H 2.63 0.89 0.41 0.103
H 0.55 1.97 1.22 0.100
H -2.55 1.58 -0.04 0.062
H 3.53 -0.74 -1.34 0.081
C 0.70 0.02 6.26 -0.176
C 1.11 -0.91 5.11 -0.159
O 1.26 -0.26 3.82 -0.123
O -0.12 1.10 5.82 -0.105
H 1.56 0.47 6.86 0.148
H 0.07 -0.58 6.92 0.121
H 0.44 -1.79 5.08 0.121
H 2.04 -1.32 5.35 0.098
H 0.42 -0.19 3.29 0.078
H 0.46 1.84 5.54 0.084
C 4.92 -1.55 0.93 -0.146
C 4.09 -2.77 0.72 -0.224
O 4.77 -3.71 -0.09 -0.054
O 5.02 -0.72 -0.29 -0.102
H 5.93 -1.82 1.27 0.137
H 4.45 -0.86 1.64 0.103
H 3.17 -2.53 0.22 0.103
H 3.87 -3.25 1.70 0.109
H 4.38 -3.71 -0.95 0.039
H 5.77 -1.01 -0.83 0.049
C -5.85 -6.50 -1.22 -0.238
C -5.52 -5.61 -2.37 -0.228
O -5.09 -4.34 -1.85 -0.089
O -4.64 -6.71 -0.50 -0.060
H -6.38 -7.35 -1.57 0.109
H -6.51 -5.80 -0.64 0.140
H -6.29 -5.45 -3.15 0.133
H -4.70 -6.07 -3.00 0.131
H -4.43 -4.42 -1.15 0.050
H -4.77 -7.14 0.35 0.106
C -7.73 -0.99 1.52 -0.241
C -6.99 0.31 1.64 -0.225
O -5.63 -0.10 1.78 -0.122
O -9.11 -0.74 1.28 -0.072
H -7.71 -1.67 2.38 0.129
H -7.25 -1.57 0.69 0.124
H -7.22 0.82 2.58 0.126
H -7.15 1.04 0.82 0.122
H -5.25 0.38 2.58 0.066
H -9.23 -0.03 0.65 0.074
C -3.62 0.24 6.19 -0.166
C -4.91 0.08 5.24 -0.132
O -4.83 1.12 4.20 -0.149
O -2.59 0.71 5.32 -0.092
H -3.46 -0.73 6.65 0.108
H -3.92 0.95 7.00 0.108
H -5.80 0.16 5.81 0.097
H -4.83 -0.90 4.77 0.105
H -3.86 1.32 3.94 0.092
H -1.79 0.90 5.79 0.025
C -2.08 4.05 4.08 -0.218
C -1.64 2.98 3.08 -0.187
O -2.72 2.12 2.74 -0.103
O -3.11 4.84 3.55 -0.070
H -1.13 4.60 4.37 0.137
H -2.48 3.62 4.97 0.104
H -0.74 2.39 3.42 0.109
H -1.29 3.54 2.21 0.105
H -2.39 1.37 2.26 0.057
H -3.91 4.33 3.80 0.055
C -1.49 5.80 0.18 -0.146
C -2.59 6.59 0.73 -0.259
O -3.58 6.80 -0.27 -0.051
O -0.70 6.56 -0.89 -0.109
H -1.93 4.85 -0.22 0.127
H -0.69 5.64 0.90 0.110
H -2.28 7.55 1.22 0.137
H -2.95 5.94 1.50 0.092
H -4.38 6.45 0.16 0.068
H -1.30 6.76 -1.66 0.119
C -3.64 -1.27 -0.82 -0.187
C -3.78 -1.26 -2.35 -0.233
O -5.10 -1.41 -2.78 -0.044
O -3.65 0.04 -0.29 -0.082
H -2.73 -1.79 -0.51 0.090
H -4.56 -1.77 -0.44 0.133
H -3.10 -1.98 -2.75 0.078
H -3.46 -0.34 -2.81 0.108
H -5.44 -2.29 -2.63 0.047
H -4.36 0.10 0.36 0.045
C 1.44 -1.10 -7.05 -0.177
C 2.69 -1.88 -7.61 -0.271
O 3.91 -1.36 -7.26 -0.059
O 1.43 -1.06 -5.62 -0.079
H 0.55 -1.64 -7.46 0.133
H 1.40 -0.14 -7.58 0.110
H 2.68 -1.87 -8.71 0.120
H 2.67 -2.96 -7.39 0.112
H 4.02 -1.32 -6.28 0.080
H 2.14 -0.47 -5.37 0.049
C 2.64 5.25 -0.64 -0.210
C 1.42 4.41 -0.96 -0.193
O 0.85 4.97 -2.15 -0.121
O 2.18 6.47 -0.13 -0.097
H 3.33 5.40 -1.47 0.123
H 3.20 4.82 0.24 0.133
H 0.83 4.37 -0.05 0.116
H 1.77 3.44 -1.10 0.086
H 0.10 5.58 -1.85 0.061
H 1.37 6.81 -0.62 0.103
C -6.09 4.06 -0.21 -0.228
C -4.89 3.22 0.09 -0.212
O -5.01 3.05 1.53 -0.085
O -6.21 5.26 0.58 -0.080
H -6.93 3.40 0.03 0.112
H -6.20 4.47 -1.20 0.115
H -3.93 3.69 -0.13 0.108
H -5.06 2.31 -0.49 0.120
H -4.09 2.95 1.87 0.054
H -6.18 4.95 1.51 0.094
C 7.84 -3.28 -3.74 -0.249
C 7.93 -2.21 -2.70 -0.176
O 6.63 -1.88 -2.14 -0.123
O 7.49 -4.52 -3.17 -0.045
H 8.83 -3.27 -4.21 0.127
H 7.15 -2.97 -4.52 0.132
H 8.27 -1.34 -3.24 0.114
H 8.62 -2.39 -1.87 0.131
H 5.98 -2.56 -2.41 0.082
H 6.79 -4.96 -3.68 0.074
C -6.07 4.58 5.72 -0.199
C -5.39 4.25 7.11 -0.224
O -5.39 2.90 7.49 -0.062
O -5.57 3.89 4.58 -0.078
H -5.83 5.59 5.49 0.107
H -7.15 4.47 5.85 0.119
H -5.97 4.84 7.82 0.112
H -4.34 4.58 7.10 0.126
H -6.27 2.61 7.71 0.089
H -5.76 2.96 4.76 0.068
C -0.91 -2.07 1.20 -0.088
C -1.47 -1.62 2.61 -0.170
O -1.33 -0.21 2.83 -0.104
O 0.62 -1.90 1.29 -0.091
H -1.21 -1.46 0.41 0.064
H -1.31 -3.10 0.99 0.119
H -0.86 -2.16 3.34 0.097
H -2.53 -1.93 2.72 0.137
H -1.59 -0.15 3.79 0.097
H 0.79 -0.99 1.06 0.025
C 5.25 1.43 -3.33 -0.243
C 4.32 1.15 -4.47 -0.209
O 3.87 -0.18 -4.49 -0.073
O 6.42 0.64 -3.25 -0.053
H 4.70 1.35 -2.42 0.100
H 5.58 2.47 -3.44 0.127
H 4.89 1.27 -5.34 0.111
H 3.51 1.94 -4.39 0.133
H 3.47 -0.27 -3.61 0.059
H 6.29 -0.19 -2.76 0.036
C 3.59 2.12 2.92 -0.239
C 2.70 2.94 3.81 -0.201
O 1.43 2.42 4.13 -0.080
O 3.75 0.80 3.33 -0.042
H 4.53 2.66 2.96 0.123
H 3.45 2.17 1.81 0.113
H 2.54 3.83 3.25 0.092
H 3.16 3.31 4.71 0.123
H 1.32 1.51 3.85 0.019
H 2.89 0.42 3.47 0.019


[2]
19
Properties=species:S:1:pos:R:3:nbo_charge:R:1 method="wB97M-V/def2-TZVPD" e_above_lowest_ev=3.337 energy_ev=-10398.2745 multiplicity=1 e_homo_ev=-8.98 homo_lumo_gap_ev=10.04 smiles="C1=C[C@@H]2N[C@@H]2[C@@H]2CN2C1" charge=0
C 1.56 0.65 -0.63 -0.280
C 0.69 1.60 0.18 -0.189
C -0.64 1.50 0.32 -0.210
C -1.52 0.53 -0.41 -0.129
C -1.11 -0.84 -0.64 -0.105
C 0.20 -1.46 -0.28 -0.105
C 0.94 -1.17 0.97 -0.267
H 1.20 0.69 -1.65 0.210
H 2.63 0.93 -0.61 0.214
H 1.19 2.41 0.73 0.210
H -1.19 2.19 0.96 0.210
H -2.14 1.01 -1.16 0.208
H -1.76 -0.55 1.26 0.343
H -1.55 -1.27 -1.56 0.208
H 0.31 -2.48 -0.67 0.212
H 1.39 -2.03 1.53 0.206
H 0.48 -0.42 1.61 0.198
N -2.17 -0.55 0.34 -0.556
N 1.51 -0.76 -0.30 -0.376


[3]
52
Properties=species:S:1:pos:R:3:nbo_charge:R:1 method="wB97M-V/def2-TZVPD" e_above_lowest_ev=0.078 energy_ev=-32571.7766 multiplicity=1 e_homo_ev=-11.19 homo_lumo_gap_ev=5.69 charge=+1
C -3.29 -3.41 -1.12 -0.138
C -2.59 -3.09 0.06 -0.207
C -1.52 -2.20 0.01 -0.157
C -1.17 -1.62 -1.23 -0.096
C -0.04 -0.74 -1.38 0.247
N 1.01 -0.78 -0.62 -0.484
C 2.26 -0.42 -0.84 0.318
C 3.34 -1.37 -0.86 -0.122
C 4.67 -0.92 -1.05 -0.112
C 5.70 -1.84 -1.20 -0.230
C 5.43 -3.22 -1.18 -0.093
C 4.12 -3.67 -0.96 -0.224
C 3.07 -2.76 -0.78 -0.118
C -1.94 -1.88 -2.39 -0.168
C -2.95 -2.82 -2.34 -0.207
H -4.11 -4.12 -1.07 0.236
H -2.87 -3.55 1.01 0.239
H -0.95 -1.94 0.91 0.240
H -0.10 0.01 -2.20 0.201
H -0.24 0.98 -0.13 0.200
H 2.48 0.64 -1.05 0.209
H 4.85 0.15 -1.10 0.231
H 6.72 -1.49 -1.36 0.244
H 6.24 -3.94 -1.32 0.241
H 3.91 -4.75 -0.95 0.242
H 2.05 -3.10 -0.62 0.238
H -1.66 -1.36 -3.31 0.225
H -3.46 -3.09 -3.26 0.237
F -4.89 -0.49 3.52 -0.324
C -3.93 0.05 2.71 0.392
C -4.22 0.23 1.36 -0.263
C -3.24 0.80 0.55 -0.196
C -1.99 1.16 1.07 -0.044
C -0.97 1.75 0.12 -0.461
C -0.18 2.98 0.50 0.058
C 0.50 3.62 -0.54 -0.244
C 1.21 4.81 -0.31 -0.204
C 1.32 5.32 0.99 -0.215
C 0.75 4.61 2.05 -0.193
C 0.00 3.45 1.81 -0.241
C -1.70 0.87 2.40 -0.200
C -2.68 0.36 3.25 -0.271
H -5.17 -0.09 0.95 0.239
H -3.45 0.96 -0.51 0.216
H -1.52 1.99 -0.82 0.218
H 0.46 3.17 -1.55 0.195
H 1.66 5.33 -1.17 0.221
H 1.84 6.26 1.16 0.226
H 0.86 4.97 3.07 0.223
H -0.44 2.93 2.65 0.216
H -0.70 1.04 2.79 0.217
H -2.47 0.18 4.30 0.241


[4]
13
Properties=species:S:1:pos:R:3:nbo_charge:R:1 method="wB97M-V/def2-TZVPD" e_above_lowest_ev=3.887 energy_ev=-7795.7569 multiplicity=1 e_homo_ev=-9.51 homo_lumo_gap_ev=10.70 smiles="C=N[C@@H]1O[C@H]1C" charge=0
C 2.60 -0.18 -0.12 -0.078
C -0.75 0.21 -0.43 0.046
C 0.29 0.10 0.57 0.171
C -2.16 0.17 -0.03 -0.652
N 1.88 0.74 0.28 -0.394
O -0.03 -1.03 -0.24 -0.505
H 3.58 0.16 -0.54 0.172
H 2.37 -1.25 -0.17 0.170
H -0.53 0.72 -1.45 0.197
H 0.21 -0.13 1.64 0.195
H -2.62 -0.79 -0.08 0.237
H -2.83 0.97 -0.46 0.226
H -2.01 0.31 1.03 0.217


[5]
20
Properties=species:S:1:pos:R:3:lowdin_spin:R:1 method="wB97M-V/def2-TZVPD" s_squared=0.7616 e_above_lowest_ev=1.396 energy_ev=-10945.4070 multiplicity=2 e_homo_ev="-14.44 / -14.44" homo_lumo_gap_ev="9.71 / 6.46" charge=+1
C -0.88 1.79 -2.12 0.066
C -0.72 0.79 -1.02 0.336
C -1.83 0.25 -0.40 0.177
N -1.63 -0.78 0.54 0.330
H -1.35 2.74 -1.88 0.019
H 0.09 1.91 -2.60 -0.001
H -1.50 1.41 -2.93 0.024
H 0.29 0.44 -0.76 0.008
H -2.82 0.25 -0.88 0.004
H -2.57 -1.17 0.76 0.004
H -1.01 -1.54 0.22 0.017
H 1.69 -1.43 -0.18 0.000
H 1.84 -2.48 -1.30 0.000
O 1.23 -2.20 -0.61 0.000
H -0.09 1.02 1.17 0.003
H 0.01 2.09 2.16 0.000
O 0.42 1.18 1.96 0.011
H 2.75 -1.08 1.98 0.000
H 1.67 -0.08 1.42 0.000
O 2.43 -0.62 1.19 0.000


[6]
18
Properties=species:S:1:pos:R:3:nbo_charge:R:1 method="wB97M-V/def2-TZVPD" e_above_lowest_ev=2.089 energy_ev=-99394.3021 multiplicity=1 e_homo_ev="-9.19 / -9.40" homo_lumo_gap_ev="6.40 / 6.79" charge=0
C 0.28 0.27 -2.37 -0.589
C 0.63 0.71 2.21 -0.868
C 0.22 -0.65 -1.10 -0.024
C -0.93 -0.16 -0.23 -0.278
O -0.03 -1.64 1.52 -0.973
O -1.95 -0.27 2.10 -0.913
O 1.37 -0.89 -0.40 -0.716
S -0.67 -0.34 1.51 2.103
Br -0.88 2.81 -0.29 -0.447
I -2.89 -0.45 -0.71 0.456
H -0.63 0.78 -2.56 0.238
H 0.44 -0.51 -3.12 0.213
H 1.08 0.87 -2.16 0.236
H 0.31 1.70 2.46 0.264
H 1.03 0.21 3.15 0.272
H 1.50 0.80 1.44 0.285
H -0.36 -1.57 -1.58 0.215
H 1.47 -1.66 0.14 0.526